Molecular formula: C32H42N5O2PSeV
Method: DFT, wB97M-V/def2-TZVPD

```
84
C32H42N5O2PSeV (wB97M-V/def2-TZVPD)
V -17.688 -7.499 -8.634
C -20.891 -8.615 -7.512
C -19.466 -8.900 -8.004
C -18.516 -9.457 -7.123
C -17.419 -10.228 -7.610
C -16.692 -11.154 -6.675
C -17.035 -10.005 -8.944
C -17.922 -9.407 -9.893
C -17.611 -9.527 -11.367
C -19.154 -8.885 -9.401
H -21.459 -9.553 -7.428
H -21.443 -7.955 -8.216
H -20.898 -8.141 -6.516
H -18.666 -9.396 -6.050
H -17.291 -12.055 -6.511
H -16.487 -10.647 -5.714
H -15.739 -11.454 -7.117
H -16.074 -10.366 -9.273
H -17.368 -10.581 -11.581
H -16.722 -8.934 -11.645
H -18.487 -9.214 -11.970
H -19.911 -8.539 -10.111
Se -11.459 -4.181 -11.973
N -11.656 -5.322 -10.556
C -12.948 -5.525 -10.410
C -13.526 -6.338 -9.351
C -12.759 -6.949 -8.363
C -13.428 -7.723 -7.404
C -14.795 -7.979 -7.471
N -15.574 -7.474 -8.451
C -14.933 -6.627 -9.346
C -15.751 -6.095 -10.389
N -17.076 -6.544 -10.352
C -17.871 -6.174 -11.381
C -17.422 -5.344 -12.369
C -16.094 -4.859 -12.401
C -15.222 -5.254 -11.399
C -13.804 -4.913 -11.397
N -13.235 -4.147 -12.315
H -11.662 -6.877 -8.399
H -12.838 -8.161 -6.594
H -15.251 -8.505 -6.637
H -18.903 -6.550 -11.416
H -18.138 -5.046 -13.139
H -15.732 -4.215 -13.205
C -21.172 -5.238 -9.540
C -19.965 -4.342 -9.278
P -18.767 -5.112 -8.049
C -19.771 -4.904 -6.503
C -20.051 -3.468 -6.029
C -17.476 -3.798 -7.742
C -17.588 -2.465 -8.458
H -21.365 -5.315 -10.598
H -22.075 -4.850 -9.088
H -20.996 -6.248 -9.175
H -20.248 -3.355 -8.904
H -19.386 -4.135 -10.194
H -19.225 -5.454 -5.724
H -20.714 -5.412 -6.683
H -19.169 -2.955 -5.642
H -20.810 -3.475 -5.255
H -20.404 -2.833 -6.851
H -16.523 -4.269 -8.039
H -17.454 -3.658 -6.656
H -17.532 -2.576 -9.538
H -16.718 -1.861 -8.180
H -18.506 -1.963 -8.185
O -16.336 -8.711 -4.314
C -16.734 -7.556 -4.648
O -17.302 -7.140 -5.651
C -16.533 -6.494 -3.545
N -15.769 -7.104 -2.399
C -16.628 -7.128 -1.159
C -17.714 -6.073 -1.452
C -17.893 -6.027 -2.978
H -15.934 -5.643 -3.951
H -14.886 -6.622 -2.236
H -15.575 -8.092 -2.715
H -15.975 -6.917 -0.306
H -17.027 -8.141 -1.062
H -17.443 -5.081 -1.056
H -18.635 -6.356 -0.918
H -18.159 -5.018 -3.357
H -18.696 -6.741 -3.291
```

## Properties
2S+1 ... 4
Energy relative to the best compared isomer or geometry (same formula, charge and spin) ... 0.0 kJ/mol
Net charge ... +2
Largest force on an atom ... 0.0541 Eh/bohr
HOMO energy (alpha / beta) ... -12.889 / -13.849 eV
DFT total energy ... -145722.959 eV

These are the Löwdin partial charges, in e, on atoms 1 to 6: 0.697 -0.011 -0.294 -0.010 -0.209 -0.006